This record from OMol25 describes a cluster of 10 separate species, C69H69F9N3O5S in total at a distorted geometry. The level of theory is wB97M-V/def2-TZVPD.

Its lowest unoccupied orbital energy is -5.93 eV. The highest occupied orbital energy comes out at -0.366 hartree. For the molecular weight, the calculation gives 1223.38 g/mol. For the gap between HOMO and LUMO, the calculation gives 4.04 eV. Its charge is +1.

Last column: Mulliken charge in e.
CARTESIAN COORDINATES (ANGSTROEM)
C (7.43, 5.36, -1.23)  -0.87
C (6.15, 5.36, -2.30)  0.19
O (5.37, 6.44, -2.32)  -0.38
N (6.01, 4.12, -3.15)  0.41
C (6.22, 4.37, -4.62)  0.61
C (5.93, 3.21, -5.75)  -0.91
O (6.65, 5.59, -5.02)  -0.52
C (4.70, 3.37, -2.86)  -0.29
C (4.83, 2.04, -1.94)  -0.39
N (3.61, 1.24, -1.66)  -0.76
N (2.43, 1.67, -2.15)  0.67
S (1.06, 0.62, -1.71)  1.01
C (0.21, 1.51, -0.26)  -0.81
O (1.52, -0.79, -1.26)  -0.57
O (0.07, 0.52, -2.92)  -0.60
C (2.02, 2.84, -3.00)  -0.15
C (3.22, 3.87, -3.47)  0.87
O (3.09, 5.04, -4.32)  -0.19
C (1.71, 5.42, -4.63)  -0.87
C (1.01, 6.40, -3.47)  0.19
C (2.10, 7.42, -2.75)  -0.29
C (0.05, 5.59, -2.42)  0.44
C (0.78, 5.30, -0.94)  -0.91
C (-1.21, 6.63, -2.06)  -1.23
H (8.43, 5.67, -1.79)  0.23
H (7.62, 4.23, -0.88)  0.27
H (7.22, 5.98, -0.26)  0.31
H (6.64, 3.39, -6.67)  0.36
H (4.82, 3.30, -6.11)  0.21
H (6.11, 2.14, -5.29)  0.29
H (5.90, 1.71, -1.53)  0.39
H (0.91, 2.41, 0.08)  0.27
H (0.06, 0.83, 0.69)  0.40
H (-0.79, 2.02, -0.63)  0.35
H (0.91, 3.02, -3.36)  0.25
H (1.01, 4.53, -4.95)  0.33
H (1.77, 6.12, -5.59)  0.38
H (0.28, 7.11, -4.09)  0.48
H (2.67, 7.97, -3.64)  -0.49
H (1.46, 8.25, -2.21)  0.41
H (2.82, 6.89, -1.99)  0.16
H (-0.47, 4.63, -2.86)  0.12
H (1.88, 4.91, -1.04)  0.13
H (0.87, 6.39, -0.45)  0.32
H (0.10, 4.68, -0.21)  0.26
H (-0.84, 7.68, -1.69)  0.16
H (-1.86, 6.05, -1.26)  0.31
H (-1.88, 6.68, -3.04)  0.35
F (-4.15, -3.49, 0.39)  -0.35
C (-2.82, -3.61, 0.54)  0.37
C (-1.97, -2.77, -0.17)  -0.71
C (-0.59, -2.89, -0.01)  -0.14
C (-0.08, -3.85, 0.86)  -0.79
C (-0.94, -4.69, 1.57)  -0.12
C (-2.32, -4.57, 1.41)  -0.65
H (-2.39, -2.03, -0.85)  0.46
H (0.08, -2.23, -0.56)  0.48
H (1.00, -3.95, 0.98)  0.43
H (-0.53, -5.44, 2.24)  0.63
H (-3.00, -5.20, 1.96)  0.47
F (-1.40, -6.59, 3.52)  -0.10
C (-2.12, -7.28, 4.42)  0.10
C (-2.02, -8.67, 4.45)  -0.53
C (-2.77, -9.38, 5.38)  -0.54
C (-3.61, -8.71, 6.27)  -0.65
C (-3.70, -7.32, 6.23)  -0.43
C (-2.95, -6.60, 5.30)  -0.14
H (-1.37, -9.17, 3.74)  0.54
H (-2.70, -10.47, 5.42)  0.36
H (-4.19, -9.27, 7.00)  0.51
H (-4.36, -6.79, 6.92)  0.47
H (-3.00, -5.51, 5.26)  0.41
F (1.92, 10.69, -5.40)  -0.30
C (3.17, 10.95, -4.99)  0.33
C (4.08, 9.90, -4.86)  -0.46
C (5.39, 10.17, -4.45)  -0.53
C (5.76, 11.49, -4.16)  -0.45
C (4.84, 12.53, -4.28)  -0.40
C (3.54, 12.26, -4.71)  -0.39
H (3.77, 8.89, -5.09)  0.64
H (6.11, 9.37, -4.35)  0.41
H (6.78, 11.70, -3.83)  0.37
H (5.14, 13.55, -4.05)  0.37
H (2.81, 13.06, -4.82)  0.41
F (12.27, 2.04, -2.89)  -0.31
C (12.11, 3.36, -3.05)  0.33
C (11.02, 3.83, -3.78)  -0.46
C (10.85, 5.20, -3.94)  -0.38
C (11.77, 6.09, -3.38)  -0.56
C (12.86, 5.61, -2.65)  -0.31
C (13.03, 4.23, -2.48)  -0.41
H (10.32, 3.12, -4.22)  0.44
H (10.00, 5.58, -4.51)  0.49
H (11.64, 7.16, -3.51)  0.38
H (13.58, 6.30, -2.22)  0.37
H (13.86, 3.84, -1.91)  0.41
F (-4.83, -4.68, 6.38)  -0.16
C (-4.99, -3.36, 6.22)  0.36
C (-6.08, -2.88, 5.48)  -0.42
C (-6.25, -1.51, 5.32)  -0.46
C (-5.33, -0.62, 5.88)  -0.48
C (-4.24, -1.10, 6.61)  -0.47
C (-4.07, -2.48, 6.78)  -0.30
H (-6.78, -3.59, 5.05)  0.42
H (-7.10, -1.13, 4.75)  0.37
H (-5.46, 0.45, 5.75)  0.36
H (-3.52, -0.41, 7.04)  0.36
H (-3.24, -2.87, 7.35)  0.42
F (-1.99, -10.03, -1.47)  -0.25
C (-1.35, -8.87, -1.66)  0.26
C (-0.12, -8.86, -2.31)  -0.61
C (0.55, -7.66, -2.51)  -0.47
C (-0.02, -6.46, -2.06)  -0.60
C (-1.25, -6.48, -1.40)  -0.09
C (-1.92, -7.68, -1.21)  -0.29
H (0.31, -9.80, -2.65)  0.42
H (1.51, -7.64, -3.03)  0.36
H (0.50, -5.52, -2.21)  0.42
H (-1.69, -5.55, -1.04)  0.32
H (-2.89, -7.71, -0.71)  0.48
F (-4.01, -11.61, 4.20)  -0.21
C (-4.30, -11.81, 2.91)  0.50
C (-3.50, -11.22, 1.93)  -0.36
C (-3.80, -11.44, 0.58)  -0.42
C (-4.91, -12.22, 0.23)  -0.73
C (-5.70, -12.79, 1.22)  -0.45
C (-5.40, -12.59, 2.57)  -0.56
H (-2.66, -10.61, 2.22)  0.34
H (-3.18, -10.99, -0.19)  0.73
H (-5.14, -12.38, -0.82)  0.40
H (-6.56, -13.40, 0.94)  0.37
H (-6.00, -13.04, 3.35)  0.43
F (-3.97, 7.50, -0.59)  -0.33
C (-4.13, 8.82, -0.75)  0.29
C (-5.22, 9.30, -1.48)  -0.44
C (-5.39, 10.67, -1.65)  -0.39
C (-4.47, 11.56, -1.09)  -0.44
C (-3.38, 11.08, -0.36)  -0.42
C (-3.21, 9.70, -0.18)  -0.19
H (-5.92, 8.59, -1.92)  0.40
H (-6.24, 11.05, -2.21)  0.36
H (-4.60, 12.63, -1.22)  0.37
H (-2.66, 11.77, 0.08)  0.35
H (-2.38, 9.31, 0.39)  0.43
F (-9.23, -7.65, 7.51)  -0.31
C (-8.72, -8.88, 7.41)  0.35
C (-7.71, -9.13, 6.49)  -0.60
C (-7.17, -10.42, 6.39)  -0.17
C (-7.66, -11.44, 7.21)  -0.57
C (-8.67, -11.18, 8.13)  -0.35
C (-9.20, -9.89, 8.24)  -0.45
H (-7.35, -8.33, 5.85)  0.44
H (-6.38, -10.62, 5.67)  0.51
H (-7.24, -12.44, 7.13)  0.37
H (-9.05, -11.98, 8.76)  0.36
H (-9.98, -9.67, 8.95)  0.41